# 1
The following is a quantum chemistry calculation of a molecular structure, C39H32BaN4O2P2S6Te, from the OMol25 dataset.

Computed properties:
**Net charge**: -2
**Highest occupied orbital energy**: -1.92 eV
**HOMO-LUMO gap**: 5.344 eV
**Electronic energy**: -142598.4535 eV

Positions of all 87 atoms, in Å:
Ba: -1.436 -2.525 -1.501
Te: 2.489 1.606 -3.187
S: -4.103 -4.887 -2.597
S: -2.487 -3.238 3.697
S: -4.187 -2.798 -2.685
S: -2.858 -5.469 -1.069
S: -0.882 -5.460 -1.776
S: -5.414 -3.001 2.172
P: 1.914 -1.281 -1.887
P: -0.007 0.861 -1.441
O: -6.453 -3.607 1.383
O: -5.339 -3.374 3.577
N: -4.046 -3.108 1.401
N: 5.455 4.699 -0.748
N: -1.771 -2.709 1.274
N: -6.124 2.932 2.035
C: 1.796 0.515 -1.548
C: -5.982 1.528 2.080
C: -5.992 -0.609 0.954
C: -2.522 0.404 1.735
C: 4.962 4.996 -1.950
C: 3.758 2.933 -2.140
C: 3.554 -1.851 -4.063
C: -0.339 0.686 2.704
C: -0.144 2.700 -1.397
C: -5.739 0.880 3.285
C: 4.263 2.614 -0.885
C: -6.116 0.768 0.916
C: 3.093 -2.107 2.008
C: -0.412 5.481 -1.319
C: -5.600 -0.502 3.321
C: -1.158 3.332 -2.105
C: 5.956 -1.841 -4.075
C: 2.796 -1.415 0.843
C: -1.711 0.514 2.853
C: -1.950 0.456 0.474
C: 2.171 -3.475 -0.213
C: 5.091 3.518 -0.242
C: -0.825 -2.882 3.381
C: 4.121 4.165 -2.675
C: 0.226 0.748 1.440
C: 0.609 4.857 -0.609
C: 5.953 -1.512 -2.726
C: 4.753 -1.357 -2.048
C: -2.853 -3.014 1.982
C: 2.328 -2.090 -0.281
C: 4.752 -2.013 -4.743
C: -5.725 -1.247 2.160
C: 0.735 3.479 -0.643
C: 3.539 -1.516 -2.710
C: -0.652 -2.634 2.068
C: 2.938 -3.488 2.062
C: -0.577 0.632 0.307
C: -1.298 4.716 -2.062
C: 2.479 -4.174 0.947
H: -6.301 1.266 -0.030
H: 6.894 -1.967 -4.602
H: 0.288 -2.343 1.624
H: -6.054 -1.198 0.045
H: 0.293 0.755 3.582
H: 1.535 2.992 -0.099
H: -5.897 3.312 1.128
H: 1.311 5.448 -0.032
H: 2.310 -5.242 0.982
H: 5.247 5.962 -2.358
H: -2.582 0.373 -0.408
H: -0.078 -2.845 4.158
H: -0.514 6.560 -1.291
H: 3.442 -1.568 2.882
H: -3.586 0.236 1.841
H: 1.290 0.893 1.317
H: -5.574 3.397 2.742
H: -2.095 5.194 -2.620
H: 4.745 -2.274 -5.795
H: 4.759 -1.104 -0.995
H: -2.147 0.432 3.843
H: -5.385 -1.015 4.250
H: -1.837 2.736 -2.704
H: -5.638 1.461 4.195
H: 5.490 3.280 0.741
H: 1.782 -4.028 -1.064
H: 3.152 -4.023 2.979
H: 2.899 -0.338 0.787
H: 6.890 -1.379 -2.198
H: 2.614 -1.982 -4.585
H: 3.979 1.678 -0.415
H: 3.741 4.495 -3.635

# 2
The following is a quantum chemistry calculation of a molecular structure, C39H32BiBr2F10N3O3PS2, from the OMol25 dataset.

Computed properties:
**ΔE to the lowest compared entry with this formula, charge and spin**: 0.0000 eV
**Net charge**: -1
**Highest occupied orbital energy**: -4.63 eV
**HOMO-LUMO gap**: 6.933 eV
**Electronic energy**: -255636.7351 eV

Positions of all 93 atoms, in Å:
Bi: -1.345 0.482 -0.883
Br: -3.375 -2.954 0.790
Br: -5.477 -0.693 -0.134
S: -0.059 -1.602 2.262
S: 0.687 1.365 0.668
P: 1.134 -0.070 2.040
F: -1.832 2.787 5.829
F: 4.686 1.742 -2.094
F: -2.368 0.394 4.598
F: 0.342 -1.035 -3.763
F: -2.639 0.262 1.931
F: 2.269 2.803 -1.765
F: 2.774 -2.132 -3.976
F: -1.728 4.914 1.633
F: 4.986 -0.761 -3.152
F: -1.509 5.017 4.275
O: -0.049 -1.368 -1.039
O: 2.081 -5.562 -1.047
O: -2.661 -1.385 -2.144
N: -2.741 2.178 -2.524
N: -2.482 2.391 0.326
N: -0.110 1.353 -2.537
C: 0.971 -3.424 -0.996
C: 0.120 -5.278 -2.297
C: -2.257 2.576 1.643
C: 1.339 0.875 3.595
C: 3.078 -5.026 -0.197
C: 4.984 -0.305 0.598
C: 1.055 1.045 5.978
C: -0.923 -4.494 -2.699
C: 3.313 -1.775 2.252
C: 3.685 0.124 0.830
C: 1.078 -4.722 -1.421
C: -1.797 3.837 3.699
C: -1.729 2.970 -3.240
C: 2.842 -0.606 1.657
C: -1.931 2.711 4.488
C: -3.609 3.002 -1.681
C: 2.107 2.833 4.769
C: 2.342 1.576 -2.307
C: -3.535 1.370 -3.444
C: -0.341 2.785 -2.644
C: -1.097 -3.159 -2.270
C: 1.951 2.126 3.589
C: 1.658 2.292 5.967
C: 5.450 -1.466 1.196
C: -3.128 -2.966 -3.813
C: 3.608 1.037 -2.473
C: -1.946 3.768 2.324
C: 1.387 -0.360 -3.269
C: 4.612 -2.201 2.025
C: -4.759 -1.738 1.322
C: -2.199 1.502 3.860
C: 1.181 0.896 -2.682
C: 3.764 -0.227 -3.004
C: 0.895 0.338 4.795
C: -2.268 -2.424 -2.688
C: -2.871 3.535 -0.467
C: -2.336 1.452 2.494
C: -0.099 -2.593 -1.424
C: 2.637 -0.928 -3.408
H: 6.462 -1.803 1.011
H: 4.967 -3.113 2.488
H: -1.694 2.619 -4.273
H: -4.418 2.361 -1.324
H: -4.114 2.001 -4.135
H: -2.875 0.725 -4.021
H: 2.643 -2.354 2.876
H: 2.276 2.561 2.652
H: -4.048 3.820 -2.274
H: -0.247 3.315 -1.688
H: -2.013 4.029 -3.253
H: -1.658 -4.927 -3.364
H: 0.400 -0.626 4.785
H: -3.818 -2.181 -4.113
H: -4.327 -1.045 2.033
H: 2.654 -4.704 0.757
H: -2.536 -3.293 -4.666
H: -5.576 -2.314 1.738
H: -2.032 4.170 -0.786
H: -3.559 4.203 0.070
H: -3.709 -3.819 -3.456
H: 0.230 -6.300 -2.625
H: 3.316 1.024 0.353
H: 3.794 -5.829 -0.031
H: 5.627 0.265 -0.060
H: 3.581 -4.177 -0.668
H: 0.386 3.242 -3.325
H: 0.683 0.630 6.906
H: 2.565 3.813 4.752
H: 1.675 -2.961 -0.321
H: -4.215 0.734 -2.878
H: 1.764 2.851 6.888

# 3
The following is a quantum chemistry calculation of a molecular structure, C39H32BrCl4N5O2RhS2, from the OMol25 dataset.

Computed properties:
**ΔE to the lowest compared entry with this formula, charge and spin**: 0.0000 eV
**Net charge**: +1
**Highest occupied orbital energy**: -10.43 eV
**HOMO-LUMO gap**: 7.940 eV
**Electronic energy**: -197314.6493 eV

Positions of all 86 atoms, in Å:
Rh: 1.022 0.992 1.504
Br: -0.915 0.783 -0.203
Cl: 2.410 2.294 -7.127
Cl: 0.477 6.778 -4.976
Cl: 1.345 3.195 2.607
Cl: 0.455 -1.525 -6.438
S: -1.678 1.073 3.038
S: -1.075 0.599 -7.855
O: 1.290 0.145 -3.857
O: -0.256 0.478 3.067
N: -2.062 -9.026 0.943
N: 2.317 1.385 0.021
N: 1.184 -3.096 1.333
N: 3.230 1.267 -1.957
N: 1.492 -0.942 1.415
C: -1.310 1.592 7.032
C: -3.680 -0.411 1.939
C: -1.947 1.552 4.732
C: 0.968 4.561 -3.516
C: 1.865 2.500 -4.451
C: 2.728 -1.541 1.390
C: 1.467 4.438 -5.866
C: -3.326 2.698 6.311
C: -0.809 -6.770 1.095
C: -1.297 1.955 -5.706
C: 2.258 1.666 2.924
C: 1.105 -5.410 0.587
C: -0.369 -0.022 -6.420
C: 0.514 -4.350 1.258
C: 3.482 0.870 -3.334
C: 0.447 -6.624 0.512
C: -3.077 2.312 5.005
C: -0.733 -4.490 1.851
C: 3.313 2.329 -0.045
C: -1.053 1.194 5.727
C: -1.399 -5.698 1.760
C: 2.548 -2.886 1.342
C: -1.502 -8.026 1.011
C: -4.520 -1.514 1.857
C: -2.755 -0.347 2.969
C: -0.084 0.510 -3.944
C: 1.397 3.254 -3.373
C: 2.296 0.753 -1.142
C: -0.561 0.790 -5.341
C: -2.445 2.337 7.322
C: 0.583 -1.892 1.375
C: -2.641 -1.363 3.912
C: -4.417 -2.533 2.791
C: -1.635 1.985 -7.021
C: 3.884 2.263 -1.275
C: -3.477 -2.461 3.817
C: 1.011 5.147 -4.770
C: 2.299 1.060 -4.282
C: 1.879 3.126 -5.700
H: 3.526 3.003 0.765
H: 1.491 4.894 -6.845
H: -0.622 1.323 7.822
H: 0.598 5.118 -2.667
H: 1.324 2.803 -2.391
H: 3.260 -3.691 1.351
H: -1.183 -3.667 2.392
H: -3.752 2.596 4.205
H: -0.168 0.624 5.477
H: -4.203 3.289 6.540
H: 3.315 1.850 2.751
H: -0.315 1.368 -3.311
H: 0.897 -7.457 -0.010
H: 2.059 1.350 3.942
H: 4.670 2.844 -1.724
H: 2.063 -5.288 0.101
H: -0.480 -1.724 1.329
H: 3.758 -0.184 -3.355
H: -2.373 -5.819 2.214
H: -0.608 -0.350 -3.525
H: -3.415 -3.253 4.552
H: -2.638 2.646 8.340
H: 1.610 -0.025 -1.424
H: 3.640 -0.972 1.417
H: 4.324 1.456 -3.698
H: -5.248 -1.580 1.060
H: -1.918 -1.285 4.715
H: -2.183 2.748 -7.548
H: -5.074 -3.390 2.727
H: -3.719 0.378 1.199
H: -1.547 2.738 -5.003
H: 2.672 0.705 -5.244

# 4
The following is a quantum chemistry calculation of a molecular structure, C39H32N12O3RuS3 at a distorted geometry, from the OMol25 dataset.

Computed properties:
**ΔE to the lowest compared entry with this formula, charge and spin**: 2.8904 eV
**Net charge**: +1
**Highest occupied orbital energy (spin up / spin down)**: -9.90 / -9.91 eV
**<S²>**: 0.78
**HOMO-LUMO gap (spin up / spin down)**: 6.242 / 6.117 eV
**Electronic energy**: -100068.4953 eV
**2S+1**: 2

Positions of all 90 atoms, in Å:
Ru: 0.427 0.318 -1.783
S: -0.746 2.536 -2.091
S: 2.773 2.997 -0.496
S: 3.029 0.671 1.714
O: -2.048 -3.088 2.775
O: 2.556 3.718 -1.712
O: 4.106 2.567 -0.177
N: 1.785 1.655 -0.562
N: -3.745 0.019 -0.625
N: 0.650 6.047 4.091
N: 0.927 -0.185 0.496
N: 0.860 -2.054 -1.621
N: -1.783 -0.258 -1.482
N: 1.032 -4.162 -1.159
N: 2.277 -3.676 -1.033
N: -3.923 -0.836 -1.647
N: -1.466 -3.814 4.757
N: -2.410 -2.838 4.919
N: 1.083 1.008 -3.847
C: 0.551 -5.606 3.536
C: -0.334 -4.819 2.800
C: -4.672 0.013 1.673
C: -3.838 -1.034 2.031
C: -1.270 -3.943 3.484
C: 2.141 -2.406 -1.316
C: 1.169 2.362 -4.018
C: 2.966 4.209 1.937
C: 1.146 -1.045 1.542
C: 0.647 -5.620 0.749
C: 1.305 5.131 -4.353
C: 2.566 0.694 -5.686
C: 2.200 -0.727 2.325
C: 1.515 -1.285 -4.556
C: 2.131 3.912 0.868
C: 0.809 4.336 0.857
C: 1.835 0.767 0.448
C: 0.361 3.211 -3.234
C: -2.460 0.360 -0.529
C: -5.361 0.701 2.665
C: 0.426 4.575 -3.418
C: 2.083 4.328 -5.141
C: 0.316 5.052 1.926
C: 1.474 -6.392 2.874
C: 0.191 -3.185 -1.510
C: 1.141 5.358 3.021
C: -4.851 0.425 0.225
C: -2.737 -2.426 3.737
C: -2.724 -0.972 -2.153
C: -5.215 0.346 3.998
C: 2.004 2.927 -5.011
C: -4.364 -0.681 4.362
C: -3.669 -1.372 3.373
C: 1.721 0.193 -4.679
C: -0.291 -4.839 1.411
C: 0.739 -5.533 -0.762
C: 2.725 2.041 -5.833
C: 1.530 -6.395 1.485
C: 2.478 4.928 3.006
H: -0.199 5.217 -2.812
H: 2.270 -7.000 0.975
H: 0.661 -1.490 -3.922
H: 2.398 -1.758 -4.121
H: 3.378 2.442 -6.598
H: -4.961 1.508 0.165
H: 2.173 -6.991 3.441
H: -0.866 -3.318 -1.671
H: 1.544 -6.163 -1.131
H: 1.348 -1.732 -5.535
H: 2.970 -1.717 -1.304
H: -0.987 -4.228 0.849
H: 0.478 -1.883 1.687
H: -0.197 -5.828 -1.235
H: -5.764 0.887 4.758
H: -2.049 1.033 0.207
H: 1.268 6.346 4.821
H: -0.267 6.449 4.058
H: -5.742 -0.032 -0.201
H: 0.501 -5.575 4.616
H: -3.304 -1.602 1.280
H: 3.074 -0.003 -6.338
H: 2.545 -1.238 3.207
H: 0.178 4.095 0.009
H: 3.993 3.872 1.911
H: -0.715 5.387 1.930
H: -2.515 -1.584 -3.015
H: 3.122 5.164 3.844
H: 2.754 4.756 -5.873
H: -4.220 -0.957 5.397
H: 1.377 6.207 -4.438
H: -6.019 1.518 2.391

# 5
The following is a quantum chemistry calculation of a molecular structure, C39H33Br2N5ORe at a distorted geometry, from the OMol25 dataset.

Computed properties:
**ΔE to the lowest compared entry with this formula, charge and spin**: 0.5243 eV
**Net charge**: 0
**Highest occupied orbital energy (spin up / spin down)**: -5.67 / -6.63 eV
**<S²>**: 0.78
**HOMO-LUMO gap (spin up / spin down)**: 5.174 / 6.122 eV
**Electronic energy**: -192694.4999 eV
**2S+1**: 2

Positions of all 81 atoms, in Å:
Re: -0.440 -0.151 -0.035
Br: -4.152 -6.092 2.185
Br: -2.663 -3.896 -2.782
O: -1.479 -1.714 -0.961
N: -1.670 -1.408 1.676
N: -0.897 1.408 1.239
N: 0.920 -0.189 -1.199
N: -1.858 0.908 -1.140
N: 1.127 -0.258 1.490
C: -2.269 0.594 -2.354
C: 0.934 2.888 -2.237
C: -2.283 -2.262 3.830
C: -2.657 -3.763 -0.902
C: 2.858 -0.290 3.651
C: -3.331 -4.685 1.211
C: 3.111 -1.045 2.543
C: -1.909 3.699 1.182
C: -2.989 3.044 -1.315
C: 2.691 -1.229 -2.448
C: -1.734 -1.285 2.983
C: 0.686 -2.445 -3.392
C: 2.095 2.674 0.002
C: 1.384 1.353 4.804
C: -0.538 2.195 3.580
C: -3.255 4.308 -0.741
C: -3.424 2.673 -2.609
C: 2.105 -0.063 -1.851
C: -3.276 -4.768 -0.149
C: 1.723 0.550 3.689
C: -1.664 2.434 0.689
C: -2.706 4.615 0.468
C: -3.057 1.463 -3.123
C: 0.897 0.571 2.554
C: -2.816 -3.394 3.295
C: -2.208 2.123 -0.597
C: 0.264 2.130 4.740
C: 3.935 -1.134 -3.047
C: 1.684 -3.260 -1.218
C: 2.205 -1.009 1.472
C: -2.065 -2.664 -0.299
C: -2.790 -3.570 1.892
C: 2.791 1.185 -1.980
C: -0.231 1.458 2.457
C: 2.234 2.518 -1.514
C: 4.622 0.068 -3.131
C: 1.960 -2.555 -2.551
C: -2.176 -2.552 1.124
C: 4.025 1.206 -2.618
H: 0.589 3.878 -1.921
H: 1.286 -4.261 -1.408
H: 2.983 3.254 -1.821
H: 2.107 3.735 0.267
H: 3.982 -1.682 2.476
H: 5.590 0.121 -3.611
H: 0.887 -1.928 -4.335
H: -2.291 -2.088 4.898
H: 0.145 2.167 -2.013
H: -1.968 -0.379 -2.721
H: 4.538 2.158 -2.707
H: 2.642 -3.207 -3.105
H: 1.156 2.267 0.359
H: 0.296 -3.439 -3.621
H: 2.602 -3.378 -0.634
H: 0.946 -2.720 -0.623
H: -1.429 2.801 3.611
H: -3.359 1.154 -4.114
H: 4.365 -2.028 -3.487
H: 1.081 2.904 -3.319
H: 2.914 2.183 0.534
H: -4.030 3.365 -3.182
H: -3.708 -5.617 -0.661
H: -3.859 5.023 -1.285
H: -3.264 -4.153 3.921
H: -1.356 -0.370 3.412
H: 2.008 1.331 5.688
H: 3.523 -0.316 4.507
H: -2.870 5.595 0.898
H: 2.353 -1.611 0.585
H: -0.090 -1.904 -2.855
H: -1.462 4.032 2.105
H: -0.025 2.728 5.597